Below is a molecular structure, C50H128F6NO50S2Tl, with properties calculated with the ωB97M-V functional and the def2-TZVPD basis.

The total energy is -7365.7778 hartree. The calculation puts the lowest unoccupied orbital energy at -5.7641 eV. As for the molar mass: 1926.04 u.

Geometry as XYZ:
```
238
Properties=species:S:1:pos:R:3:forces:R:3:lowdin_charge:R:1
Tl 21.573410 0.511776 -11.600748 -0.0475 -0.1797 -0.7222 1.146
S 19.236456 3.915824 -12.778222 -2.5303 3.8376 1.0372 0.579
S 19.746275 2.146308 -14.616173 2.8089 -2.1527 2.1309 0.713
F 21.457441 5.483057 -12.721201 -0.7452 0.7741 0.6278 0.120
F 20.678952 4.870187 -10.767093 0.9728 -0.1327 0.8648 0.131
F 21.272774 2.672297 -16.775190 -0.2080 0.5723 0.3457 0.105
F 21.614779 4.164621 -15.236778 -1.7606 -0.2167 -0.9824 0.095
F 19.580867 6.302213 -11.803426 -0.4497 2.5151 -0.4876 0.175
F 19.716535 4.196067 -16.595068 2.0526 -0.7878 1.7347 0.112
O 12.586387 2.669535 -8.346270 -0.7600 -0.8829 -0.8221 -0.064
O 12.652515 4.483792 -12.693118 -0.2171 -0.4605 -1.0897 -0.076
O 21.341600 10.009248 -14.690047 -0.0839 -1.2177 -0.4686 -0.055
O 14.630656 6.517103 -12.494324 -1.2878 -1.2825 1.2093 -0.064
O 21.242345 11.530532 -12.152650 -0.6155 2.1918 -1.2319 -0.095
O 24.033297 4.090622 -8.330061 0.2393 1.7767 -0.6878 -0.113
O 22.733667 3.486952 -22.532965 -0.2848 -0.3008 0.6929 -0.066
O 20.771538 3.592440 -5.155305 1.3867 -1.3247 -0.5094 0.142
O 12.602054 3.721910 -18.767019 -1.5200 -1.5929 -1.4971 -0.050
O 19.660495 -0.977817 -10.022807 2.9004 1.3859 0.9983 -0.180
O 18.192366 6.345352 -19.375840 -1.0225 -0.2843 -0.5007 -0.063
O 14.663917 -0.642115 -14.445917 1.5830 -0.0697 -0.5344 -0.068
O 18.214533 3.627411 -11.751479 1.0818 0.4269 -0.7241 -0.318
O 20.507500 2.070070 -9.460131 2.2838 -0.1755 3.5804 0.047
O 24.976538 -1.895118 -17.902567 -0.2898 0.4912 0.5978 -0.066
O 16.928207 4.478421 -21.707373 -0.2267 0.9801 -0.9699 -0.047
O 24.271013 4.179693 -19.332417 -0.3846 1.0157 2.4368 -0.086
O 17.818063 -0.875863 -16.439573 -0.1051 0.6898 1.0543 -0.079
O 24.412371 3.933462 -16.167113 0.5088 -0.3468 0.1409 -0.073
O 21.721283 9.567687 -10.362147 -2.2514 2.1806 -0.7691 -0.048
O 24.048338 1.876902 -12.881036 -1.5516 -1.7936 -1.2983 -0.130
O 13.652233 1.997793 -13.852710 -1.0239 -0.8855 -0.7804 -0.067
O 23.851245 0.790824 -16.221855 0.2549 -1.2547 -0.8806 -0.064
O 27.282037 7.875393 -13.997669 -1.3768 -0.1317 0.4687 -0.058
O 20.479254 0.862089 -14.691721 -1.0957 2.8858 -0.5377 -0.326
O 15.905767 8.926851 -13.133798 0.2083 -0.0126 0.8493 -0.050
O 15.335844 3.893355 -16.462650 0.3437 0.7248 0.5843 -0.047
O 20.588847 7.515886 -18.767875 0.2273 0.7137 -0.6557 -0.097
O 23.092321 1.840573 -4.703440 -2.1245 0.5931 -1.0768 0.113
O 21.736430 -2.487813 -11.342586 -0.0164 0.9681 0.8240 -0.123
O 24.776876 7.821337 -9.926553 -0.6627 -0.9406 0.4239 -0.087
O 27.255361 6.822291 -10.425808 0.6886 1.3728 -0.7880 -0.097
O 20.512949 -1.795735 -16.831369 0.4375 -0.4959 0.2868 -0.052
O 20.600871 14.251330 -12.232886 -0.7785 0.5357 1.3901 -0.043
O 18.986343 8.177691 -7.025889 0.7004 1.0421 0.5318 -0.081
O 22.883231 3.101268 -10.788480 -1.5818 -1.6635 1.7677 -0.135
O 18.335491 2.146773 -14.829684 0.0913 0.1228 -0.4858 -0.282
O 19.683709 0.196760 -18.866776 -1.1492 0.3571 -1.1099 -0.042
O 18.697800 4.670878 -13.946259 1.3875 -1.2572 1.5129 -0.333
O 22.928102 0.517497 -8.974116 -1.0532 0.3706 1.2596 0.061
O 26.456730 5.534111 -17.932902 0.5442 1.0596 0.9378 -0.095
O 15.214094 3.092561 -9.258057 0.5952 -0.9207 -1.2948 -0.065
O 23.033054 -0.730159 -13.880634 0.2940 -0.9653 -0.4856 -0.138
O 24.456007 -0.763984 -11.441244 -1.3306 1.0664 1.4265 -0.097
O 19.524139 -1.713617 -12.996753 -0.9684 2.2786 1.9448 -0.111
O 22.942551 7.804113 -15.874081 -0.8814 -0.6569 -0.1726 -0.065
O 18.184883 0.824188 -11.614121 -0.7626 -1.0328 -0.1056 -0.103
O 18.547274 10.534568 -18.946671 -1.1121 1.2042 -1.9847 -0.082
O 17.251695 6.677302 -5.482388 0.0452 0.6795 0.0111 -0.055
O 26.864125 4.525182 -9.071438 0.8290 -0.9020 -0.2317 -0.060
N 20.182947 2.719987 -12.985629 -0.2175 -0.9646 -3.9560 -0.314
C 26.093118 5.807064 -16.528994 0.3742 -1.8197 -2.4308 -0.165
C 13.766919 4.196280 -18.222718 0.0172 1.6666 1.6602 -0.278
C 17.601601 4.180319 -20.526001 -0.5187 -0.9148 1.1077 -0.265
C 15.809998 6.529226 -13.230733 1.0147 1.0628 -0.3778 -0.233
C 21.052084 -3.432171 -12.079168 -1.4574 -1.3293 -2.9112 -0.226
C 17.675166 0.538798 -10.320533 1.5722 -0.6597 0.2567 -0.187
C 21.855956 13.919008 -12.710396 -0.3078 -1.5341 -1.9280 -0.267
C 15.704374 -0.248962 -15.389995 -1.4819 -0.4762 -0.6661 -0.208
C 20.209594 8.803410 -19.316838 -1.4370 -0.0857 1.4369 -0.153
C 16.607735 7.724497 -12.822133 0.4565 -0.0351 -0.5916 -0.251
C 25.115603 -0.486987 -18.098983 0.0304 0.2446 -1.0269 -0.237
C 22.520830 8.493288 -10.464641 3.0311 -1.7281 1.9770 -0.254
C 21.232783 2.819397 -6.023389 0.3578 0.9271 3.9953 -0.295
C 24.943490 -1.366338 -12.568854 0.2932 -2.1581 -1.0813 -0.260
C 18.831255 6.840533 -7.443593 -1.2102 1.2537 0.9264 -0.213
C 13.672275 2.640056 -7.459233 0.1150 0.6516 -0.0718 -0.235
C 23.878602 -1.830892 -13.597866 0.6313 1.2189 1.2922 -0.200
C 13.479242 3.575586 -11.983804 -0.0524 0.0837 0.0132 -0.221
C 14.370783 2.689977 -12.900100 0.2964 1.1862 1.1452 -0.220
C 20.347679 5.288448 -11.972215 -0.6655 -4.0163 -0.8725 -0.683
C 18.283971 -0.872876 -9.947812 -1.1790 -0.4013 -1.0006 -0.208
C 14.754635 3.548348 -8.040054 0.2581 0.3186 1.1813 -0.266
C 27.235083 6.589556 -11.830298 0.1909 -0.7587 -0.9089 -0.213
C 22.937738 1.108094 -6.706795 0.1822 -3.9207 -5.5882 0.101
C 22.367919 1.089133 -8.041625 0.8210 0.6624 -2.5115 -0.262
C 27.764773 7.805212 -12.671931 1.0491 -0.5321 1.2087 -0.225
C 18.203766 6.024227 -6.285797 0.8847 -1.4944 -1.0390 -0.251
C 18.608304 5.182818 -20.054769 1.3422 -0.4051 0.0859 -0.254
C 20.980599 -0.069228 -18.471532 0.9891 -0.4963 1.9643 -0.267
C 25.008395 5.035802 -7.660608 0.0823 -3.4392 0.4935 -0.079
C 17.105585 -0.805111 -15.153135 -0.6254 -0.1612 -0.0256 -0.180
C 21.091210 -1.542576 -18.086963 0.2201 0.0608 -0.9817 -0.233
C 23.767660 3.270237 -12.869205 3.5797 -0.6650 1.3862 -0.159
C 14.131990 3.418073 -16.990151 0.6211 -1.1201 -0.7251 -0.270
C 24.047917 3.500602 -11.374420 -0.8544 2.9840 -1.3397 -0.259
C 22.235447 12.604241 -12.091925 1.6959 -2.0870 1.3511 -0.213
C 22.400849 1.820653 -5.776795 -0.2728 4.5530 7.2054 -0.334
C 21.098082 2.027583 -8.344110 -1.9444 -0.5679 -2.2992 -0.200
C 26.437238 4.311603 -7.765347 -2.3106 2.3046 1.6521 -0.205
C 20.349471 -2.764197 -13.351704 0.9132 0.9819 -0.2341 -0.196
C 22.752980 4.062184 -21.219768 1.9359 -0.8277 0.2338 -0.196
C 24.039659 3.509938 -20.519048 1.0336 0.4445 -1.4452 -0.242
C 20.583889 2.818982 -7.219185 -0.0675 -1.4015 -3.5678 0.212
C 23.971116 8.955464 -10.136480 0.8079 -0.7406 -1.0716 -0.215
C 25.081756 0.427878 -16.879154 0.1273 0.3085 0.8399 -0.194
C 20.642736 3.459049 -15.886797 -0.9189 -0.9262 -0.1901 -0.498
C 19.005441 9.331250 -18.408265 1.5928 1.0443 -0.4087 -0.231
C 21.556433 7.717268 -15.459195 1.5731 1.1805 0.9348 -0.187
C 25.736239 4.436139 -15.944232 0.4968 0.7434 0.3650 -0.222
C 21.347980 8.643710 -14.238947 -0.8647 -0.3290 -0.8780 -0.215
H 14.439963 4.579393 -8.201416 -0.4970 0.1621 0.4361 0.120
H 17.986507 1.424921 -9.767393 0.3130 -0.4727 1.1196 0.102
H 20.571778 -2.108411 -18.860344 -0.2013 -0.1225 -0.2553 0.117
H 22.760139 3.543135 -13.183095 0.2531 -0.4061 0.1372 0.096
H 19.211700 0.170457 -18.031234 -0.7589 0.2116 -0.0662 0.061
H 18.004730 1.757656 -11.747488 0.1605 0.6126 -0.2829 0.017
H 25.021196 6.020938 -8.126917 -0.2159 -0.4391 -0.6337 0.104
H 19.849925 6.571141 -7.722586 -0.3151 -0.8224 -0.0979 0.115
H 17.465171 -0.143268 -14.365244 1.3784 -0.1526 -0.4969 0.095
H 20.414789 13.457410 -11.726282 -1.2088 0.1678 0.3396 0.068
H 23.399198 -0.548997 -14.749387 -0.9875 1.5680 -0.5185 0.052
H 14.026225 4.320173 -11.405458 0.9020 -1.2627 0.8393 0.108
H 13.320881 2.833427 -6.445713 0.3959 0.5013 0.1590 0.119
H 27.223205 5.973887 -9.977729 -0.0969 -0.2997 0.2642 0.033
H 15.640805 3.574800 -7.405930 -0.0373 0.0828 0.5266 0.103
H 13.293984 5.196226 -12.743589 -0.2926 1.0685 -0.7202 0.031
H 17.195526 6.010407 -4.794128 -0.6563 0.5256 0.5795 0.092
H 18.171900 8.661463 -18.196870 0.4334 -0.5235 -0.1813 0.119
H 26.073399 -0.331127 -18.595398 0.6076 0.1994 0.4439 0.112
H 24.458165 -2.064288 -14.491034 -0.0395 -0.5411 -0.0783 0.125
H 25.343391 6.596920 -16.482883 -0.2670 -0.2204 0.3014 0.111
H 22.051445 8.553040 -13.411290 0.3915 -0.4803 -0.2802 0.103
H 17.667135 5.158836 -6.674675 0.2861 -0.3459 -0.6486 0.099
H 25.134165 -0.765729 -10.761761 -0.0696 0.0056 0.0016 0.096
H 17.145926 -1.835573 -14.800113 -0.6531 0.0505 0.4289 0.117
H 19.571431 -1.615031 -16.881262 0.1121 0.3951 0.1524 0.030
H 19.707416 3.433006 -7.364719 -0.0270 0.1749 -0.1033 0.151
H 20.999876 9.552455 -19.267098 0.2490 -0.1439 0.3345 0.114
H 23.692644 1.737327 -16.245787 0.2337 0.2554 -0.0674 0.052
H 19.643814 -3.107033 -14.108426 1.0647 -2.7775 -0.0094 0.131
H 22.451799 4.091637 -23.223252 -0.1447 0.2528 0.3847 0.083
H 15.387168 -0.557816 -16.386034 -0.1429 -0.3105 -0.0714 0.114
H 24.677434 -2.229669 -18.751213 -0.0414 -0.2860 0.1033 0.079
H 25.720178 7.976899 -10.013628 0.3085 0.0167 -0.1645 0.053
H 24.390170 9.468014 -11.002374 -0.2632 0.4922 -0.2295 0.118
H 20.015382 8.695423 -20.383956 -0.5916 -0.3264 0.2397 0.122
H 26.430668 3.686627 -16.323844 -0.0203 0.1415 -0.5853 0.116
H 23.243006 8.653393 -15.542330 0.1252 0.1853 -0.1595 0.074
H 24.989713 1.708941 -12.796253 -0.0889 0.2606 -0.0579 0.085
H 23.890370 3.239425 -7.909778 0.7152 0.2602 0.8145 0.049
H 26.088051 4.497281 -14.914386 -1.1448 -0.1575 0.8337 0.094
H 14.390896 0.173522 -14.019534 -0.3616 0.1749 0.0446 0.026
H 16.591083 0.550265 -10.207631 -0.2604 -0.5271 -0.4352 0.105
H 16.752975 7.706442 -11.742008 0.1500 -0.3647 0.1520 0.123
H 14.114150 7.319067 -12.602373 0.3524 0.3395 -0.3353 0.106
H 24.905063 2.972811 -10.956297 0.4565 -0.2127 -0.4888 0.116
H 24.577361 3.650857 -13.491783 -0.5651 1.0996 -0.2189 0.100
H 23.286062 -2.684708 -13.269278 0.2698 -0.0023 0.1362 0.096
H 24.636269 5.159901 -6.643643 0.3132 -0.0658 0.1877 0.109
H 21.989336 -2.940534 -10.534701 0.3474 0.2578 0.1529 0.105
H 21.512070 10.724185 -11.706939 0.4488 0.0419 0.8045 0.034
H 15.954645 9.280724 -12.242746 -0.6215 1.2203 -0.3986 0.080
H 24.303113 3.605471 -18.563755 -0.2693 -0.2414 0.0366 0.069
H 21.204324 10.610155 -13.954070 -0.1015 0.1861 0.5525 0.042
H 15.718215 0.838441 -15.464004 0.3469 0.1214 0.2373 0.106
H 14.344505 2.424166 -17.383950 -0.4720 -0.6199 0.2668 0.120
H 14.611037 4.173571 -18.911978 -0.2957 0.1780 -0.2001 0.122
H 27.806210 5.687639 -12.050453 0.3783 -0.0563 -0.0727 0.114
H 16.431281 3.720978 -22.025086 0.0721 -0.0548 0.2137 0.086
H 24.120394 2.432730 -20.373466 -0.7371 -0.1708 -0.2145 0.118
H 25.738350 5.140504 -18.433518 -0.5186 0.0678 -0.0197 0.027
H 25.707664 -0.011748 -16.102575 0.1004 -0.4437 0.0689 0.116
H 24.962249 3.783783 -21.030854 -0.3375 -0.2566 -1.2713 0.121
H 20.874734 8.069084 -16.233533 -0.0103 0.3447 0.0284 0.089
H 11.876580 4.011120 -18.208763 -0.0359 -0.0919 -0.1033 0.091
H 18.277183 8.414516 -6.423727 -0.1897 -0.0421 0.1040 0.073
H 19.847599 -1.883199 -9.764172 0.4185 0.1019 -0.2680 0.080
H 28.847646 7.880716 -12.770762 0.3125 -0.8342 0.4956 0.116
H 23.161376 12.118757 -12.400255 0.2734 0.6342 -0.8685 0.120
H 27.934979 8.205796 -14.619047 0.1884 0.0412 0.3967 0.089
H 23.804566 4.588504 -16.517968 0.1356 0.5312 0.1968 0.084
H 17.591672 7.704820 -13.290733 0.0772 0.0448 -0.1881 0.113
H 20.803364 7.677654 -17.846239 0.2370 -0.1229 0.0270 0.040
H 25.637450 1.333253 -17.123250 -0.1234 0.1729 -0.4046 0.109
H 21.779146 0.257258 -19.137737 -0.4325 0.0150 -0.5536 0.115
H 27.028233 4.816942 -7.001512 0.6898 0.2242 -0.5195 0.120
H 23.057582 3.341633 -9.875557 -0.6823 0.0878 0.4756 0.041
H 21.258848 6.690636 -15.245716 0.4385 -0.0450 0.1847 0.103
H 22.114999 -1.914175 -18.130172 0.1616 0.1415 0.6063 0.102
H 20.405848 8.218721 -13.892710 -0.6692 0.8805 0.5360 0.107
H 16.505844 5.728510 -12.980227 -0.7759 -0.7914 -0.1412 0.108
H 19.326374 5.428494 -20.837147 -0.1813 0.2163 -0.6258 0.119
H 25.392084 -2.304530 -12.242277 0.7828 -0.2222 -0.2959 0.119
H 24.089875 9.622324 -9.282492 -0.7731 0.1985 0.1974 0.120
H 13.459898 5.197482 -17.920360 1.2780 0.7182 0.0115 0.125
H 25.679003 -0.721594 -13.049929 0.1406 -0.0228 -0.3696 0.115
H 22.834274 5.148737 -21.249699 -0.0715 -0.0076 0.0443 0.122
H 15.555340 6.584023 -14.289156 0.4217 -0.2901 -0.2336 0.138
H 19.012490 6.607824 -18.951450 0.1689 0.5928 0.2669 0.019
H 24.053851 4.545338 -11.063617 1.1762 0.6605 -0.4984 0.122
H 17.850299 -1.817463 -16.623825 -0.3561 -0.0237 -0.1897 0.080
H 22.494678 12.826463 -11.056786 -0.5199 -0.0416 0.5973 0.117
H 22.489970 7.943500 -11.405321 -0.1970 0.4926 -0.1888 0.111
H 12.843049 2.481440 -14.034094 -0.2313 0.1393 -0.1632 0.093
H 14.916086 1.938404 -12.329231 0.1695 0.1668 0.3238 0.119
H 23.665938 0.353604 -6.448198 0.3189 0.1624 -0.1218 0.162
H 27.597495 8.599649 -11.944605 -0.9030 1.0486 -0.6804 0.106
H 19.242317 4.647045 -19.348313 -0.0243 -0.5661 0.1749 0.106
H 19.442029 9.812603 -17.533175 0.6109 -1.7438 1.1080 0.112
H 21.109432 -2.260570 -13.949122 0.5081 -0.3025 0.0503 0.097
H 20.291456 -3.983537 -11.526396 -0.1302 0.0663 0.4058 0.113
H 13.337179 3.368308 -16.245905 -0.1992 0.1434 -0.0652 0.115
H 18.114735 -1.578364 -10.761289 -2.0137 0.2417 -0.3473 0.106
H 14.617296 2.430827 -9.615174 -0.2733 0.0812 -0.1269 0.070
H 21.555115 9.772872 -9.439175 -0.1087 0.0649 -0.0239 0.126
H 18.159523 6.943230 -8.295841 0.0378 -0.9872 -0.3309 0.115
H 15.388624 3.588139 -15.553989 0.2962 -0.0180 0.0513 0.055
H 14.066426 1.624174 -7.432397 -0.0498 -0.1712 -0.2229 0.121
H 26.435614 3.269234 -7.446668 -0.3559 -0.1711 -0.3142 0.119
H 15.098365 3.307539 -13.426742 0.3299 0.3696 0.2745 0.109
H 21.068931 0.490377 -17.540324 0.9961 -0.0504 0.1588 0.093
H 26.216680 6.307147 -12.097134 -0.2957 0.5212 -0.4847 0.111
H 18.079516 3.204909 -20.616953 0.6182 0.0076 -0.1300 0.119
H 21.651306 13.740618 -13.766044 0.9051 0.2850 -0.5509 0.121
H 21.798730 -4.149194 -12.420474 -0.2080 -0.4740 -0.3920 0.108
H 22.249277 7.782931 -9.683760 0.0499 -0.5130 -0.0123 0.122
H 16.902606 4.000041 -19.709294 -0.3506 0.2897 0.2926 0.107
H 21.976355 3.767902 -20.513824 -0.8014 -0.0290 -0.6493 0.110
H 27.018251 6.148905 -16.064902 -0.1391 0.0170 0.0124 0.102
H 17.882464 10.905718 -18.361955 -0.0075 0.0042 -0.0358 0.088
H 26.384034 3.863010 -9.574067 -0.0528 0.0723 -0.5589 0.086
H 11.944243 3.362052 -8.174027 0.2992 0.1401 0.2720 0.098
H 18.969844 5.620177 -5.624004 0.4723 0.1629 -0.1109 0.104
H 12.779833 2.988467 -11.388644 0.3907 -0.3317 0.2817 0.119
H 22.618045 14.679460 -12.540023 0.0111 -0.0553 0.0160 0.127
H 18.605674 -1.992879 -12.990453 0.0326 0.1422 0.1221 0.072
H 24.464287 -0.178139 -18.916599 -0.7623 0.3145 0.3502 0.108
H 18.057520 -1.418793 -9.031959 -1.2926 0.8609 0.4071 0.118
```
Forces are in eV/Å.